A molecular structure, C33H26CrF5N9O5Se. Source: the OMol25 dataset; level of theory: the ωB97M-V functional and the def2-TZVPD basis.

```
80
Properties=species:S:1:pos:R:3:forces:R:3:mulliken_charge:R:1
Cr -0.255 -0.325 0.625 0.1 0.2 -0.3 -0.4741
O 1.402 -3.828 -0.311 0.2 0.7 0.2 -0.8160
C 1.220 -2.670 0.055 -0.5 -0.6 0.1 -0.5419
N 0.261 -2.192 0.900 0.1 -0.3 -1.3 1.1910
C 0.022 -2.806 2.095 -0.4 -0.3 1.5 0.5324
C 0.443 -4.068 2.512 0.0 0.2 -0.4 -0.9987
C 0.133 -4.496 3.791 -0.1 0.0 0.4 -0.6262
C -0.567 -3.678 4.668 0.2 -0.4 0.0 -0.6283
C -0.958 -2.407 4.288 0.0 0.4 -0.1 -0.7855
C -0.654 -1.957 3.007 0.5 -1.1 0.3 -0.4502
N -1.007 -0.774 2.421 -0.9 1.1 0.2 1.4327
C -2.105 -0.106 2.850 0.8 -0.4 0.5 -0.5081
O -2.554 -0.011 3.991 -0.1 0.1 -0.5 -0.8182
C -2.885 0.307 1.656 -0.7 0.0 -0.8 0.7837
C -4.165 0.845 1.758 0.5 0.0 0.1 -0.7043
C -4.974 0.887 0.641 0.4 -0.2 -0.6 -0.6192
C -4.477 0.348 -0.544 -0.3 0.2 0.5 -0.7040
C -3.184 -0.143 -0.571 0.1 0.0 -0.3 -0.6204
N -2.380 -0.153 0.485 -0.8 0.4 0.3 1.0560
C 2.157 -1.558 -0.230 1.0 0.6 -0.2 0.6522
C 3.386 -1.759 -0.849 -0.7 -0.2 0.2 -0.4488
C 4.314 -0.736 -0.848 -0.2 0.7 0.4 -0.9849
C 3.983 0.445 -0.192 0.3 -0.6 -0.3 -1.2513
C 2.718 0.583 0.363 0.0 0.3 0.2 -0.2717
N 1.810 -0.381 0.343 1.0 -0.5 -0.4 1.6425
H 1.017 -4.688 1.839 -0.1 -0.1 -0.1 0.4443
H 0.459 -5.473 4.121 0.0 -0.1 0.0 0.3652
H -0.785 -4.024 5.671 0.0 0.0 0.0 0.3579
H -1.471 -1.751 4.973 0.0 0.0 0.0 0.4858
H -4.484 1.221 2.719 0.0 -0.1 0.1 0.4844
H -5.961 1.327 0.681 -0.1 0.0 0.0 0.4020
H -5.071 0.339 -1.445 0.0 -0.1 -0.1 0.4711
H -2.778 -0.565 -1.477 0.1 0.0 0.0 0.6684
H 3.592 -2.726 -1.285 -0.1 -0.1 0.0 0.5529
H 5.278 -0.867 -1.321 0.1 0.0 0.0 0.4262
H 4.700 1.247 -0.106 -0.1 0.1 0.0 0.5264
H 2.434 1.508 0.841 0.0 -0.1 0.0 0.5389
C -2.568 0.985 -3.987 -0.1 -0.2 -0.1 -0.9466
C -1.974 -0.370 -4.366 0.0 0.2 0.0 -1.5348
C -0.496 -0.507 -3.942 -0.3 -0.4 -0.3 2.7962
C 0.147 -1.721 -4.637 0.1 0.1 0.1 -1.5096
C 1.591 -1.924 -4.191 -0.2 -0.1 -0.1 -0.9959
C 0.232 0.737 -4.405 0.1 0.0 0.4 -0.4682
O 0.308 1.073 -5.573 -0.1 -0.1 -0.3 -0.7382
N 0.812 1.448 -3.417 0.2 0.3 0.1 0.2814
C 0.795 1.188 -2.023 0.5 0.8 -0.5 -0.6681
O 1.456 1.933 -1.331 0.0 0.1 -0.3 -0.6707
N 0.105 0.126 -1.585 -0.7 -0.6 1.1 2.1596
C -0.466 -0.749 -2.423 0.1 0.2 -0.3 -1.5323
O -0.998 -1.760 -1.978 -0.2 -0.3 -0.2 -0.6429
H -3.649 0.971 -4.107 -0.1 0.0 0.0 0.3912
H -2.167 1.769 -4.626 0.0 0.1 0.0 0.3906
H -2.345 1.247 -2.957 0.0 0.1 0.2 0.0247
H -2.044 -0.501 -5.449 0.1 -0.1 0.0 0.4986
H -2.533 -1.178 -3.886 0.1 -0.1 0.0 0.3824
H 0.111 -1.555 -5.718 -0.1 0.0 0.1 0.4856
H -0.441 -2.607 -4.388 -0.1 0.1 0.0 0.4510
H 2.183 -1.027 -4.370 0.1 0.0 0.0 0.2614
H 2.041 -2.748 -4.742 0.1 -0.1 0.0 0.5420
H 1.628 -2.156 -3.130 0.1 -0.1 0.1 0.0468
H 1.297 2.305 -3.659 -0.1 -0.2 0.0 0.3351
Se 4.726 -0.020 3.597 0.1 0.1 0.1 -0.0309
N 4.469 1.725 3.978 0.4 0.5 0.2 -1.0532
C 3.181 1.985 3.740 0.5 -0.3 0.1 0.9314
C 2.555 3.223 3.896 0.0 0.1 0.0 -0.7754
C 1.207 3.306 3.592 -0.2 0.2 0.0 -0.7640
C 0.533 2.185 3.121 -0.2 0.3 0.2 -0.3135
N 1.087 0.996 2.936 -0.2 -0.1 -0.2 0.2750
C 2.377 0.870 3.268 0.6 -0.3 0.2 0.1736
N 3.021 -0.290 3.150 -0.5 -0.5 -0.3 -0.5963
H 3.126 4.077 4.237 0.0 0.0 0.0 0.3821
H 0.681 4.245 3.681 -0.1 0.0 0.0 0.4068
H -0.521 2.251 2.894 -0.2 0.1 -0.1 0.2081
F -0.614 1.856 0.387 0.1 0.1 0.9 0.5167
C -1.207 2.839 -0.522 -0.3 -0.1 -1.0 -1.0809
F -2.589 2.602 -0.325 0.1 0.3 0.2 -0.3057
C -0.973 4.180 0.140 0.1 0.6 0.3 0.7944
F -1.514 4.414 1.379 -0.1 -0.4 0.1 -0.2910
F 0.324 4.493 0.259 0.2 -0.4 0.0 -0.2498
F -1.510 5.166 -0.632 -0.2 -0.2 -0.2 -0.3286
```
Forces are in eV/Å.

## Properties
Expectation value of S²: 6.07
HOMO (spin up / spin down): -0.0081 / -0.0855 Ha
ΔE to the lowest compared entry with this formula, charge and spin: 47.84 kcal/mol
F_max: 0.0302 Eh/bohr
Net charge: -2
Multiplicity: 5
E_tot: -165650.7880 eV